Entry 1:
A 2-piece molecular cluster, C3H13N3 overall in a non-equilibrium geometry. Source: the Open Molecules 2025 dataset; level of theory: the ωB97M-V functional and the def2-TZVPD basis.

The geometry in XYZ format:
```
19
Properties=species:S:1:pos:R:3:forces:R:3
C 2.2168 0.0239 1.6991 0.045 -1.119 0.445
N 1.6719 1.2164 1.1702 3.457 1.260 -0.978
C 1.8664 1.4421 -0.2373 -1.326 -0.126 -1.305
H 1.9182 -0.8710 1.1592 -0.495 0.016 0.041
H 3.3021 0.0640 1.4786 0.056 0.284 0.125
H 2.1089 -0.0588 2.7771 -0.172 0.014 -0.027
H 2.0862 2.0408 1.6315 -1.301 -0.015 0.698
H 2.8583 1.7722 -0.5849 0.230 0.159 1.017
H 1.1871 2.2073 -0.6081 -0.170 0.180 0.171
H 1.6902 0.5467 -0.7952 -0.346 -0.680 -0.194
N -2.9463 -2.1258 -0.7760 0.715 -0.395 -0.031
C -1.9805 -1.0800 -0.5528 -0.946 0.366 1.310
N -2.2310 0.1198 -1.3626 0.831 0.006 0.216
H -3.7933 -1.9607 -0.2577 -0.199 0.104 -0.258
H -3.1363 -2.2231 -1.7627 -0.228 -0.117 0.029
H -2.1453 -0.7418 0.4784 -0.056 -0.103 -0.012
H -0.9646 -1.4943 -0.4731 0.079 0.116 -0.952
H -1.6620 0.1906 -2.1988 -0.064 -0.115 -0.002
H -2.0468 0.9316 -0.7849 -0.111 0.166 -0.293
```
Forces are in eV/Å.

Values from the calculation:
- 2S+1 = 2
- largest force on an atom (hartree/bohr) = 0.0740
- LUMO level (spin up / spin down) (Ha) = -0.134 / -0.323
- net charge = +1
- relative energy (zero: lowest compared OMol25 entry of this formula, charge and spin) (kcal/mol) = 32.89
- orbital gap (spin up / spin down) (eV) = 8.108 / 2.960

Here are the natural (NBO) charges for atoms 1 to 8, given in e: C -0.48; N -0.08; C -0.50; H 0.27; H 0.29; H 0.27; H 0.42; H 0.29

=====

Entry 2:
H12O7Pb as an isolated structure in a non-equilibrium geometry. Source: the Open Molecules 2025 dataset; level of theory: the ωB97M-V functional and the def2-TZVPD basis.

The geometry in XYZ format:
```
20
Properties=species:S:1:pos:R:3:forces:R:3
Pb 0.3120 -6.8046 -0.8813 1.299 -0.580 1.340
O 0.7134 -4.9496 0.3233 2.238 1.066 0.586
H 1.6633 -4.6400 0.4862 -2.043 -0.525 -0.234
O 0.1644 -8.5511 -2.3055 -1.026 -2.380 -2.146
H -0.1759 -9.3296 -2.8728 1.064 1.614 1.410
O -0.5765 -5.5113 -2.6045 0.916 1.253 -0.223
H -1.4576 -5.4896 -2.8951 -2.019 0.025 -0.756
H -0.0638 -5.6071 -3.3989 0.503 -0.146 -0.733
O -2.0728 -6.7694 -0.5907 -1.521 -0.452 0.150
H -2.5416 -7.5120 -0.9954 0.187 -0.262 0.124
H -2.5471 -6.0038 -0.9046 -0.332 0.729 0.145
O 0.5104 -8.1073 1.2773 -0.774 -0.956 0.977
H -0.3435 -8.5003 1.5395 0.460 -0.066 -0.292
H 0.6461 -7.4601 1.9695 0.334 0.594 0.243
O -2.0291 -8.0873 -3.6784 -3.881 0.983 -0.497
H -1.2728 -7.9251 -3.1450 2.193 -0.118 1.386
H -2.7945 -7.6735 -3.1759 1.333 -0.915 -1.167
O 2.6506 -6.9085 -1.6144 0.739 1.117 0.543
H 3.0238 -7.3867 -2.3368 0.301 -0.760 -0.915
H 3.0528 -6.0267 -1.6258 0.027 -0.220 0.059
```
Forces are in eV/Å.

Values from the calculation:
- largest force on an atom (hartree/bohr) = 0.0785
- LUMO level (Ha) = -0.004
- net charge = 0
- relative energy (zero: lowest compared OMol25 entry of this formula, charge and spin) (kcal/mol) = 1.04
- orbital gap (eV) = 6.950

Here are the natural (NBO) charges for atoms 1 to 8, given in e: Pb 1.51; O -1.27; H 0.44; O -1.32; H 0.46; O -0.93; H 0.49; H 0.50

=====

Entry 3:
C17H46ClNNbO12P2S3 as an isolated structure in a non-equilibrium geometry. Source: the Open Molecules 2025 dataset; level of theory: the ωB97M-V functional and the def2-TZVPD basis.

The geometry in XYZ format:
```
83
Properties=species:S:1:pos:R:3:forces:R:3
C -1.9696 -4.1409 0.2728 -0.101 0.101 -0.216
C -0.9963 -2.9502 0.3448 -0.206 -0.049 -0.227
C -1.7035 -1.6029 0.5783 -0.248 0.038 0.991
C -2.4408 -1.1501 -0.6934 -0.058 -0.195 0.070
Nb -0.3915 0.0619 1.3753 0.040 0.313 -3.190
C 0.5457 0.7872 -0.5334 0.913 0.353 0.224
C 2.0210 0.8875 -0.7898 0.181 -0.010 -0.322
O 2.5024 1.8674 -1.3326 0.260 0.024 1.035
N 2.8953 -0.1649 -0.4053 -0.583 -0.111 0.066
C 2.3735 -1.5095 -0.5985 0.345 -0.100 -0.018
C 3.5237 0.0829 0.8931 0.311 0.133 -0.156
P -2.4309 1.7277 1.3960 0.127 -0.357 0.573
O -2.3482 2.5091 0.1054 0.233 -0.156 -0.272
P -1.2702 -0.6832 3.7262 0.493 -0.641 -0.402
O -0.1262 -0.3415 4.8562 -0.340 0.403 0.374
Cl -2.9610 0.4339 4.3579 0.004 0.200 0.167
H -2.8981 -3.9206 0.8008 0.032 -0.079 0.192
H -1.5356 -5.0470 0.6919 -0.003 -0.051 0.047
H -2.2481 -4.3554 -0.7599 -0.030 -0.043 -0.045
H -0.2412 -3.1458 1.1039 0.028 0.032 0.046
H -0.4947 -2.8932 -0.6263 0.350 0.016 0.119
H -2.4673 -1.8052 1.3384 -0.085 0.071 0.017
H -3.2746 -1.8302 -0.8961 -0.046 -0.028 -0.032
H -2.8727 -0.1505 -0.6305 0.093 0.104 -0.098
H -1.7846 -1.2076 -1.5646 0.048 0.196 -0.045
H 0.4827 1.3015 2.4394 -0.339 -0.170 0.381
H 0.7810 -1.1901 1.9306 -0.472 0.210 0.850
H 0.1066 0.1930 -1.3444 -0.292 -0.218 0.218
H 0.1944 1.8156 -0.6630 -0.300 -0.036 -0.069
H 1.4615 -1.4901 -1.1895 -0.089 -0.013 0.013
H 2.1817 -2.0297 0.3428 -0.170 0.042 0.057
H 3.0937 -2.1077 -1.1610 0.063 -0.038 -0.003
H 3.2050 -0.6614 1.6249 -0.024 -0.061 0.012
H 3.2260 1.0564 1.2810 0.018 0.084 -0.022
H 4.6120 0.0721 0.8167 0.051 -0.067 0.041
H -2.4987 2.5643 2.5233 -0.179 0.000 0.096
H -3.6514 1.0155 1.4610 -0.097 0.079 0.257
H 0.1187 0.5920 4.8087 0.306 -0.040 -0.143
O 0.1369 7.3430 0.2802 0.080 0.037 0.163
S -0.0726 5.9226 0.2380 -0.462 -0.356 -0.206
O 0.3840 5.0910 1.3044 0.232 0.166 0.458
O 0.5244 5.3712 -1.1202 0.183 0.087 -0.303
C 1.8829 5.7679 -1.4447 0.393 -0.062 -0.165
C 2.9212 5.1000 -0.5710 -0.068 -0.053 0.284
C -1.7606 5.5339 -0.0469 0.094 0.117 -0.218
H 1.9691 6.8543 -1.4041 -0.201 0.022 0.071
H 2.0261 5.4601 -2.4794 -0.201 -0.045 -0.020
H 2.8447 5.4346 0.4634 0.029 0.059 -0.023
H 3.9162 5.3471 -0.9453 -0.019 0.004 -0.047
H 2.7997 4.0184 -0.5810 0.014 0.015 -0.100
H -2.1286 6.1271 -0.8800 -0.001 0.022 0.004
H -2.2879 5.7856 0.8708 0.009 0.005 0.018
H -1.8352 4.4608 -0.2384 -0.047 0.034 0.085
O -3.3054 -5.5735 3.5717 -0.008 -0.004 -0.059
S -2.0476 -5.6082 4.2584 -0.074 -0.037 0.074
O -0.9327 -6.2422 3.6197 0.045 0.018 -0.055
O -2.2857 -6.2890 5.6845 0.105 -0.089 0.053
C -2.9429 -7.5742 5.6958 -0.191 -0.117 0.039
C -2.0506 -8.7080 5.2370 0.095 0.067 -0.066
C -1.5921 -4.0183 4.8245 0.033 -0.121 0.046
H -3.8521 -7.5106 5.0961 0.032 0.053 -0.052
H -3.2380 -7.7118 6.7345 0.034 0.064 0.023
H -1.7870 -8.6064 4.1864 -0.019 -0.001 -0.011
H -2.5737 -9.6556 5.3749 -0.005 0.004 0.036
H -1.1257 -8.7245 5.8134 -0.015 -0.028 0.029
H -2.4399 -3.5596 5.3240 -0.014 0.020 -0.031
H -1.3132 -3.4281 3.9546 -0.061 0.020 -0.021
H -0.7425 -4.1208 5.4944 0.012 -0.003 -0.006
O 3.3300 3.4890 -5.0270 0.137 0.024 -0.076
S 2.3423 2.4773 -5.2595 -0.377 -0.037 0.364
O 2.7504 1.1966 -5.7533 0.157 -0.043 -0.079
O 1.2352 3.0804 -6.2363 -0.052 0.012 -0.265
C 1.6959 3.6597 -7.4771 0.017 0.166 -0.060
C 2.1191 2.6260 -8.4985 0.028 -0.100 0.062
C 1.3199 2.2610 -3.8544 -0.030 -0.103 -0.218
H 2.5000 4.3642 -7.2594 0.032 -0.042 0.058
H 0.8411 4.2302 -7.8353 -0.046 -0.020 0.046
H 3.0017 2.0805 -8.1712 0.013 0.015 0.006
H 2.3486 3.1258 -9.4409 -0.033 0.013 -0.009
H 1.3212 1.9024 -8.6642 -0.018 0.021 -0.032
H 0.9791 3.2283 -3.4955 0.031 0.008 0.012
H 1.9234 1.7722 -3.0881 -0.068 0.237 -0.313
H 0.4816 1.6292 -4.1362 -0.028 0.018 -0.081
```
Forces are in eV/Å.

Values from the calculation:
- largest force on an atom (hartree/bohr) = 0.0623
- LUMO level (Ha) = 0.054
- net charge = -1
- orbital gap (eV) = 6.023

Here are the Mulliken charges for atoms 1 to 8, given in e: C -1.46; C -0.29; C 0.51; C -1.47; Nb -1.16; C -0.42; C 0.27; O -0.77

=====

Entry 4:
A 2-piece molecular cluster, C13H21N2O11 overall in a non-equilibrium geometry. Source: the Open Molecules 2025 dataset; level of theory: the ωB97M-V functional and the def2-TZVPD basis.

The geometry in XYZ format:
```
47
Properties=species:S:1:pos:R:3:forces:R:3
O 1.6674 -1.8501 -6.9445 0.052 0.211 -0.545
O -1.1734 0.0927 -1.1080 0.609 -0.527 -0.362
O -1.3889 3.5292 1.2100 -0.313 -0.687 0.524
O -1.7345 1.9427 7.2727 -0.120 1.634 0.223
O 1.5189 -3.8651 -2.1850 0.443 0.430 -0.134
O 0.2644 0.7554 0.4192 1.094 0.135 0.888
O -1.3798 1.4415 2.1482 -1.680 2.674 1.140
O -1.8713 4.0681 8.0293 -0.073 -0.223 -0.639
O -2.8252 4.7298 3.0563 0.287 -1.149 -0.126
O -4.0793 3.0452 5.6996 0.909 -0.102 0.191
O -0.5936 3.6309 4.5790 -0.477 -0.167 0.275
C 1.3720 -2.0803 -5.7821 -0.678 -0.689 -1.281
C -0.0352 0.0823 -0.5954 -1.597 0.121 -0.561
C -1.7506 2.7418 2.0758 1.113 -0.366 -0.692
C -2.0333 3.1122 7.0836 -0.125 -2.210 -0.416
C 2.2366 -3.2854 -2.9920 -1.667 -0.391 0.326
N 3.1764 -3.9471 -3.6836 1.013 -0.111 -0.857
N 2.1052 -1.5427 -4.8076 0.795 -0.056 1.707
C 0.1883 -2.9758 -5.4762 0.202 0.269 0.186
C 3.4634 -5.3719 -3.5300 -0.332 0.434 0.291
C 1.0613 -0.7999 -1.2124 -0.006 0.031 -0.493
C -2.6014 3.3085 3.2246 -0.107 0.353 0.068
C -2.7122 3.5243 5.7618 -0.071 1.263 0.397
C -1.8952 3.0102 4.5640 0.099 -0.222 -0.605
C 0.8353 -1.0880 -2.7059 0.134 -0.539 0.571
C 2.0458 -1.7944 -3.3529 -0.310 0.611 -0.128
H -0.7738 1.2285 1.3642 0.767 -0.480 -1.061
H -1.4229 3.6127 8.7572 -0.007 0.030 0.092
H -2.3998 4.9866 2.2107 -0.033 -0.510 0.429
H -4.5900 3.3708 6.4603 0.508 -0.014 -0.387
H -0.0564 3.2987 3.8333 -0.557 0.028 0.487
H 3.6832 -3.4288 -4.3843 -0.060 -0.090 0.041
H 2.7927 -0.8834 -5.1324 0.030 -0.027 -0.095
H -0.5511 -2.4133 -4.9104 -0.051 -0.123 0.182
H 0.5033 -3.8468 -4.9078 -0.094 -0.069 0.231
H -0.2570 -3.3020 -6.4136 0.179 0.093 -0.002
H 4.0733 -5.7265 -4.3615 -0.050 0.185 0.049
H 2.5280 -5.9357 -3.5053 0.090 0.059 0.031
H 3.9922 -5.5381 -2.5903 -0.010 -0.167 -0.030
H 2.0232 -0.2933 -1.1028 0.037 0.050 0.195
H 1.1159 -1.7409 -0.6635 -0.023 0.032 0.101
H -3.5623 2.7865 3.2012 -0.020 0.045 0.132
H -2.7180 4.6177 5.7143 0.009 -0.019 -0.092
H -1.7844 1.9220 4.6607 -0.121 0.160 -0.047
H 0.6810 -0.1340 -3.2134 0.015 -0.126 -0.132
H -0.0610 -1.6949 -2.8285 -0.051 0.117 0.018
H 2.9227 -1.2998 -2.9364 0.250 0.096 -0.094
```
Forces are in eV/Å.

Values from the calculation:
- largest force on an atom (hartree/bohr) = 0.0653
- LUMO level (Ha) = 0.085
- net charge = -1
- orbital gap (eV) = 7.520

Here are the natural (NBO) charges for atoms 1 to 8, given in e: O -0.65; O -0.75; O -0.63; O -0.59; O -0.62; O -0.79; O -0.71; O -0.68